[1]
C22H42Cl3N2O4PtSi | ωB97M-V/def2-TZVPD

Each line ends with the Mulliken charge.
Atoms and positions in Å:
C 0.452 3.024 -2.407  -1.576
C 0.196 1.906 -3.346  1.021
H 1.522 3.209 -2.298  0.351
H 0.021 2.763 -1.445  0.044
H -0.020 3.950 -2.752  0.348
C 0.645 1.944 -4.617  -0.131
C 1.552 2.997 -5.171  -1.473
H 0.327 1.215 -5.364  0.452
H 2.403 3.200 -4.508  0.286
H 1.056 3.964 -5.336  0.276
H 1.953 2.666 -6.137  0.374
Pt -1.539 1.330 1.197  0.890
Cl -3.428 1.621 2.486  -0.642
Cl -2.651 2.047 -0.598  -0.525
C -2.866 -1.737 2.679  0.144
O -1.760 -1.438 3.184  -0.889
N -3.220 -3.010 2.460  0.274
C -2.271 -4.065 2.812  -0.828
C -4.564 -3.365 2.018  -0.950
H -3.640 -1.001 2.384  0.183
H -1.788 -3.823 3.772  0.277
H -1.490 -4.163 2.034  0.208
H -2.840 -5.000 2.883  0.351
H -5.280 -2.634 2.425  0.355
H -4.799 -4.370 2.385  0.318
H -4.640 -3.350 0.920  0.289
H 3.913 3.789 3.211  0.308
H 3.368 1.780 1.038  0.383
C 4.770 3.108 3.246  -0.882
C 4.366 1.528 1.414  -0.891
N 4.420 1.774 2.825  0.195
H 5.134 3.065 4.273  0.347
C 3.821 0.914 3.688  -0.060
O 3.140 -0.055 3.356  -0.504
H 4.546 0.477 1.185  0.329
H 4.004 1.185 4.744  0.346
H 5.536 3.498 2.577  0.249
H 5.082 2.172 0.904  0.276
O -0.601 0.534 -1.478  0.075
C -0.800 0.853 -2.825  -0.821
C -0.057 -1.020 -4.427  0.238
C -1.069 -0.348 -3.737  -0.131
H 0.972 -0.657 -4.352  0.628
C -0.366 -2.128 -5.232  -1.008
H -1.734 1.439 -2.873  0.450
C -2.395 -0.762 -3.879  -0.233
H 0.446 -2.682 -5.724  0.330
C -1.697 -2.531 -5.386  -0.425
C -2.713 -1.843 -4.706  -0.666
H -3.167 -0.183 -3.372  0.346
H -1.946 -3.411 -5.995  0.345
H -3.756 -2.165 -4.787  0.356
Si 0.597 -0.706 -0.385  1.498
Cl 1.867 0.924 -0.216  -0.530
C 1.680 -1.663 -1.606  -1.603
C -1.130 -1.642 -0.444  -0.731
C 1.118 -1.696 1.197  -1.323
H 1.087 -2.194 -2.356  0.286
H 2.244 -2.381 -0.997  0.343
H 2.374 -0.952 -2.071  0.292
H 2.136 -1.449 1.539  0.288
H 1.069 -2.797 1.082  0.348
H 0.427 -1.446 2.010  0.241
H -1.273 -1.933 -1.500  0.241
H -1.940 -0.952 -0.153  0.128
H -1.154 -2.549 0.175  0.118
C -1.035 1.987 5.263  -1.149
C -0.112 1.828 4.059  0.016
O -0.590 0.932 2.989  -0.109
H -2.017 2.365 4.955  0.258
H -0.607 2.718 5.958  0.408
H -1.135 1.064 5.844  0.321
H 0.054 2.820 3.613  0.331
H 0.860 1.383 4.316  0.009
H -1.064 0.125 3.378  0.313

As for the total charge: -1. For the electronic energy, the calculation gives -83357.760 eV. The spin multiplicity is 3. For the largest force on an atom, the calculation gives 3.81 eV/Å. Its expectation value of S² is 2.007. For the HOMO-LUMO gap (alpha / beta), the calculation gives 6.9 / 5.6 eV.



[2]
C22H42FeNP3S2 | ωB97M-V/def2-TZVPD

Each line ends with the Mulliken charge.
Atoms and positions in Å:
Fe -0.143 0.198 -0.191  0.194
P -1.547 0.919 -1.696  1.242
P -1.456 -1.321 0.907  1.036
P 0.996 -1.628 -1.125  0.650
H 8.748 3.952 1.831  0.282
C 8.861 3.589 0.797  -0.582
C 8.598 4.385 -0.255  -0.510
H 8.254 5.423 -0.116  0.293
C -2.173 2.570 -1.219  -1.360
C -3.043 -0.023 -2.096  -1.265
C -0.744 1.238 -3.302  -1.263
C -0.836 -2.194 2.395  -1.155
C -3.044 -0.730 1.609  -1.070
C -2.179 -2.750 -0.011  -1.588
C 2.556 -1.347 -2.064  -1.504
C 0.142 -2.552 -2.485  -1.337
C 1.571 -3.041 -0.082  -1.238
H 9.243 2.566 0.661  0.271
H 8.759 4.043 -1.289  0.270
H -1.376 3.173 -0.759  0.388
H -3.000 2.466 -0.504  0.253
H -2.523 3.053 -2.141  0.585
H -3.642 -0.215 -1.194  0.320
H -2.765 -0.975 -2.571  0.390
H -3.618 0.594 -2.803  0.547
H 0.002 2.041 -3.200  0.422
H -1.543 1.545 -3.993  0.528
H -0.249 0.329 -3.674  0.293
H -1.645 -2.850 2.750  0.474
H -0.584 -1.466 3.178  0.227
H 0.049 -2.799 2.159  0.332
H -3.674 -1.611 1.795  0.665
H -3.565 -0.052 0.927  0.282
H -2.877 -0.209 2.557  0.307
H -2.937 -3.198 0.647  0.618
H -1.434 -3.517 -0.251  0.423
H -2.683 -2.418 -0.928  0.362
H 2.846 -2.299 -2.536  0.559
H 3.369 -1.015 -1.412  0.416
H 2.409 -0.594 -2.846  0.406
H 0.698 -3.487 -2.667  0.490
H 0.153 -1.960 -3.411  0.396
H -0.894 -2.808 -2.239  0.324
H 2.277 -3.640 -0.678  0.549
H 0.737 -3.679 0.237  0.375
H 2.096 -2.652 0.802  0.300
C 3.178 1.461 0.071  0.780
C 3.638 0.483 0.980  -0.212
C 4.863 0.657 1.633  -0.758
C 5.647 1.786 1.385  -0.266
C 5.240 2.721 0.430  -0.640
C 4.037 2.550 -0.241  -0.678
S 1.660 1.409 -0.768  -0.134
H 0.682 -0.801 0.666  0.007
H 3.028 -0.406 1.148  0.305
H 5.207 -0.100 2.338  0.449
H 6.585 1.934 1.916  0.471
H 5.864 3.583 0.201  0.360
H 3.726 3.242 -1.020  0.494
S -0.223 1.764 1.409  -0.386
C -1.394 1.845 2.632  0.006
N -1.051 1.304 3.861  0.059
C -1.919 1.298 4.914  -0.324
C -3.172 1.859 4.775  -0.524
C -3.525 2.451 3.566  -0.475
C -2.625 2.493 2.509  -0.360
H -0.115 0.904 3.952  0.303
H -1.563 0.828 5.827  0.447
H -3.865 1.840 5.613  0.455
H -4.494 2.903 3.451  0.499
H -2.833 3.030 1.584  0.525

As for the total charge: +3. For the electronic energy, the calculation gives -108881.533 eV. The spin multiplicity is 6. For the largest force on an atom, the calculation gives 3.66 eV/Å. Its expectation value of S² is 8.849. For the HOMO-LUMO gap (alpha / beta), the calculation gives 5.8 / 3.7 eV.



[3]
C22H42LaNP3S2 | ωB97M-V/def2-TZVPD

Each line ends with the Mulliken charge.
Atoms and positions in Å:
La -0.291 -1.955 -0.548  1.010
P 1.572 1.349 0.823  0.976
P -1.189 0.329 1.651  0.509
P -1.370 3.279 -2.270  1.135
H 0.233 -3.203 -5.102  0.336
C 0.372 -2.118 -5.128  -0.433
C 1.542 -1.541 -4.880  -0.715
H 2.406 -2.072 -4.445  0.335
C 2.750 0.232 1.696  -1.219
C 1.505 2.678 2.109  -1.425
C 2.766 2.211 -0.276  -1.377
C -2.777 -0.634 1.550  -1.330
C -0.623 -0.223 3.311  -0.808
C -1.914 1.937 2.175  -1.485
C -1.952 4.145 -3.730  -1.187
C -0.879 4.416 -0.975  -0.951
C -2.637 2.198 -1.612  -0.162
H -0.443 -1.564 -5.592  0.315
H 1.811 -0.548 -5.261  0.324
H 2.844 -0.715 1.148  0.253
H 2.390 0.010 2.708  0.293
H 3.728 0.729 1.756  0.505
H 1.087 2.310 3.054  0.435
H 0.893 3.512 1.742  0.315
H 2.525 3.046 2.290  0.456
H 2.963 1.604 -1.169  0.346
H 3.695 2.389 0.286  0.535
H 2.345 3.174 -0.596  0.284
H -3.426 -0.307 2.376  0.431
H -2.608 -1.722 1.647  0.375
H -3.289 -0.431 0.595  0.376
H -1.357 0.100 4.059  0.592
H 0.351 0.212 3.557  0.338
H -0.526 -1.311 3.352  -0.203
H -2.571 1.748 3.036  0.530
H -2.513 2.397 1.382  0.405
H -1.139 2.650 2.480  0.361
H -2.907 4.646 -3.512  0.410
H -2.081 3.412 -4.540  0.380
H -1.191 4.878 -4.032  0.397
H -1.334 5.395 -1.163  0.458
H 0.211 4.514 -0.965  0.337
H -1.209 4.051 0.005  0.163
H -3.618 2.643 -1.830  0.498
H -2.529 2.091 -0.525  -0.473
H -2.586 1.202 -2.063  0.137
C 0.390 -0.599 -2.548  0.210
C -0.980 -0.990 -2.766  -1.115
C -1.370 -2.349 -2.753  -1.162
C -0.398 -3.369 -2.570  -0.906
C 0.956 -3.018 -2.314  -0.253
C 1.336 -1.653 -2.192  -0.715
S 0.992 0.922 -3.078  0.046
H -0.199 2.550 -2.736  -0.359
H -1.641 -0.231 -3.170  1.214
H -2.417 -2.625 -2.913  0.790
H -0.654 -4.415 -2.754  0.787
H 1.724 -3.793 -2.275  0.636
H 2.383 -1.371 -2.126  0.740
S 1.797 -3.545 0.897  -0.365
C 1.335 -3.412 2.527  0.334
N 0.120 -3.945 2.922  0.037
C -0.355 -3.857 4.203  -0.425
C 0.419 -3.242 5.166  -0.460
C 1.685 -2.737 4.825  -0.375
C 2.137 -2.834 3.514  -0.586
H -0.415 -4.444 2.211  0.291
H -1.337 -4.292 4.370  0.428
H 0.032 -3.145 6.182  0.456
H 2.317 -2.294 5.595  0.456
H 3.111 -2.460 3.210  0.513

As for the total charge: +3. For the electronic energy, the calculation gives -75353.593 eV. For the largest force on an atom, the calculation gives 11.03 eV/Å. For the HOMO-LUMO gap, the calculation gives 5.3 eV.



Please write out number 2 again, unchanged.
C22H42FeNP3S2 | ωB97M-V/def2-TZVPD

Each line ends with the Mulliken charge.
Atoms and positions in Å:
Fe -0.143 0.198 -0.191  0.194
P -1.547 0.919 -1.696  1.242
P -1.456 -1.321 0.907  1.036
P 0.996 -1.628 -1.125  0.650
H 8.748 3.952 1.831  0.282
C 8.861 3.589 0.797  -0.582
C 8.598 4.385 -0.255  -0.510
H 8.254 5.423 -0.116  0.293
C -2.173 2.570 -1.219  -1.360
C -3.043 -0.023 -2.096  -1.265
C -0.744 1.238 -3.302  -1.263
C -0.836 -2.194 2.395  -1.155
C -3.044 -0.730 1.609  -1.070
C -2.179 -2.750 -0.011  -1.588
C 2.556 -1.347 -2.064  -1.504
C 0.142 -2.552 -2.485  -1.337
C 1.571 -3.041 -0.082  -1.238
H 9.243 2.566 0.661  0.271
H 8.759 4.043 -1.289  0.270
H -1.376 3.173 -0.759  0.388
H -3.000 2.466 -0.504  0.253
H -2.523 3.053 -2.141  0.585
H -3.642 -0.215 -1.194  0.320
H -2.765 -0.975 -2.571  0.390
H -3.618 0.594 -2.803  0.547
H 0.002 2.041 -3.200  0.422
H -1.543 1.545 -3.993  0.528
H -0.249 0.329 -3.674  0.293
H -1.645 -2.850 2.750  0.474
H -0.584 -1.466 3.178  0.227
H 0.049 -2.799 2.159  0.332
H -3.674 -1.611 1.795  0.665
H -3.565 -0.052 0.927  0.282
H -2.877 -0.209 2.557  0.307
H -2.937 -3.198 0.647  0.618
H -1.434 -3.517 -0.251  0.423
H -2.683 -2.418 -0.928  0.362
H 2.846 -2.299 -2.536  0.559
H 3.369 -1.015 -1.412  0.416
H 2.409 -0.594 -2.846  0.406
H 0.698 -3.487 -2.667  0.490
H 0.153 -1.960 -3.411  0.396
H -0.894 -2.808 -2.239  0.324
H 2.277 -3.640 -0.678  0.549
H 0.737 -3.679 0.237  0.375
H 2.096 -2.652 0.802  0.300
C 3.178 1.461 0.071  0.780
C 3.638 0.483 0.980  -0.212
C 4.863 0.657 1.633  -0.758
C 5.647 1.786 1.385  -0.266
C 5.240 2.721 0.430  -0.640
C 4.037 2.550 -0.241  -0.678
S 1.660 1.409 -0.768  -0.134
H 0.682 -0.801 0.666  0.007
H 3.028 -0.406 1.148  0.305
H 5.207 -0.100 2.338  0.449
H 6.585 1.934 1.916  0.471
H 5.864 3.583 0.201  0.360
H 3.726 3.242 -1.020  0.494
S -0.223 1.764 1.409  -0.386
C -1.394 1.845 2.632  0.006
N -1.051 1.304 3.861  0.059
C -1.919 1.298 4.914  -0.324
C -3.172 1.859 4.775  -0.524
C -3.525 2.451 3.566  -0.475
C -2.625 2.493 2.509  -0.360
H -0.115 0.904 3.952  0.303
H -1.563 0.828 5.827  0.447
H -3.865 1.840 5.613  0.455
H -4.494 2.903 3.451  0.499
H -2.833 3.030 1.584  0.525

As for the total charge: +3. For the electronic energy, the calculation gives -108881.533 eV. The spin multiplicity is 6. For the largest force on an atom, the calculation gives 3.66 eV/Å. Its expectation value of S² is 8.849. For the HOMO-LUMO gap (alpha / beta), the calculation gives 5.8 / 3.7 eV.



The highest electronic energy belongs to which entry?
C22H42LaNP3S2



What is the formula in the first record?
C22H42Cl3N2O4PtSi